## w
C3H10N3 | the ωB97M-V functional and the def2-TZVPD basis

Multiplicity: 1
LUMO, eV: -4.880
Kohn-Sham gap, eV: 7.97
SMILES: C=[NH+]CNNC
E_HOMO, eV: -12.850
Total charge: +1

Each atom is followed by the atoms it is bonded to, with distances in Å.
Geometry (Å):
1 C 1.07 -1.15 -0.17  N4 1.456, N5 1.433, H7 1.093, H8 1.090
2 C 1.66 1.18 -0.28  N4 1.291, H9 1.078, H10 1.077
3 C -2.04 0.54 0.25  N6 1.446, H11 1.095, H12 1.091, H13 1.087
4 N 1.67 0.06 0.37  C1 1.456, C2 1.291, H14 1.020
5 N -0.34 -1.15 0.09  C1 1.433, N6 1.404, H15 1.019
6 N -1.02 -0.11 -0.55  C3 1.446, N5 1.404, H16 1.020
7 H 1.24 -1.18 -1.25  C1 1.093
8 H 1.52 -2.03 0.30  C1 1.090
9 H 1.83 2.12 0.22  C2 1.078
10 H 1.48 1.18 -1.34  C2 1.077
11 H -2.78 -0.17 0.64  C3 1.095
12 H -1.57 1.06 1.08  C3 1.091
13 H -2.55 1.26 -0.38  C3 1.087
14 H 1.83 0.08 1.37  N4 1.020
15 H -0.59 -1.23 1.07  N5 1.019
16 H -1.39 -0.44 -1.44  N6 1.020

Here are the Löwdin charges for atoms 1 to 4, given in e: atom 1 (C): -0.17, atom 2 (C): 0.18, atom 3 (C): -0.09, atom 4 (N): 0.05

## x
C3H10N3 | the ωB97M-V functional and the def2-TZVPD basis

Multiplicity: 1
LUMO, eV: -3.512
Kohn-Sham gap, eV: 11.77
SMILES: CCNC(N)=[NH2+]
E_HOMO, eV: -15.283
Total charge: +1

Each atom is followed by the atoms it is bonded to, with distances in Å.
Geometry (Å):
1 C 0.81 1.00 -2.14  C2 1.510, H7 1.090, H8 1.089, H9 1.093
2 C 0.41 0.96 -0.68  C1 1.510, N3 1.446, H10 1.103, H11 1.104
3 N -0.04 -0.34 -0.23  C2 1.446, C4 1.309, H12 1.015
4 C -0.34 -0.80 0.96  N3 1.309, N5 1.384, N6 1.355
5 N -0.98 -2.01 1.13  C4 1.384, H13 1.017, H14 1.016
6 N -0.27 0.04 2.02  C4 1.355, H15 1.005, H16 1.008
7 H 1.79 0.57 -2.36  C1 1.090
8 H 0.92 2.03 -2.45  C1 1.089
9 H 0.05 0.56 -2.79  C1 1.093
10 H 1.21 1.32 -0.02  C2 1.103
11 H -0.44 1.66 -0.56  C2 1.104
12 H -0.34 -1.03 -0.91  N3 1.015
13 H -1.94 -1.86 1.41  N5 1.017
14 H -0.55 -2.58 1.85  N5 1.016
15 H -0.42 -0.45 2.89  N6 1.005
16 H 0.14 0.95 1.88  N6 1.008

Here are the Löwdin charges for atoms 1 to 4, given in e: atom 1 (C): -0.07, atom 2 (C): -0.22, atom 3 (N): 0.11, atom 4 (C): -0.40

## y
C3H10N3 | the ωB97M-V functional and the def2-TZVPD basis

Multiplicity: 1
LUMO, eV: -3.165
Kohn-Sham gap, eV: 11.03
E_HOMO, eV: -14.193
Total charge: +1

Each atom is followed by the atoms it is bonded to, with distances in Å.
Geometry (Å):
1 N -0.50 -1.23 -1.36  C2 1.395, H4 1.056, H5 1.050
2 C -1.63 -0.45 -1.15  N1 1.395, N3 1.264, H6 1.144
3 N -2.80 -0.84 -1.46  C2 1.264, H7 1.029
4 H -0.87 -2.21 -1.31  N1 1.056
5 H -0.05 -1.07 -2.30  N1 1.050
6 H -1.45 0.63 -0.80  C2 1.144
7 H -3.49 -0.08 -1.42  N3 1.029
8 C 1.35 0.96 0.74  C9 1.356, N10 1.461, H11 1.070
9 C 1.18 1.74 1.83  C8 1.356, H12 1.099, H13 1.102
10 N 1.16 -0.49 0.74  C8 1.461, H14 0.985, H15 1.003, H16 1.141
11 H 1.65 1.43 -0.18  C8 1.070
12 H 1.33 2.82 1.67  C9 1.099
13 H 0.88 1.33 2.81  C9 1.102
14 H 2.00 -1.01 0.66  N10 0.985
15 H 0.79 -0.76 1.62  N10 1.003
16 H 0.45 -0.78 -0.11  N10 1.141

Here are the Löwdin charges for atoms 1 to 4, given in e: atom 1 (N): 0.01, atom 2 (C): -0.37, atom 3 (N): 0.12, atom 4 (H): 0.14

Going by the energies, x is most stable and the next is 190.9 kJ/mol up.

## w
C3H5FN2 | the ωB97M-V functional and the def2-TZVPD basis

Multiplicity: 1
LUMO, eV: 0.928
Kohn-Sham gap, eV: 10.44
SMILES: F[C@H]1C=NNC1
E_HOMO, eV: -9.517

Each atom is followed by the atoms it is bonded to, with distances in Å.
Geometry (Å):
1 C 0.06 -0.44 0.84  C2 1.503, C3 1.503, H4 1.107, F11 1.393
2 C -0.92 0.31 -0.02  C1 1.503, H5 1.098, H6 1.109, N9 1.498
3 C 1.33 -0.24 0.06  C1 1.503, H8 1.080, N10 1.258
4 H 0.01 -0.02 1.87  C1 1.107
5 H -0.96 1.36 0.29  C2 1.098
6 H -1.94 -0.13 -0.04  C2 1.109
7 H -0.42 1.02 -1.87  N9 0.985
8 H 2.32 -0.40 0.45  C3 1.080
9 N -0.26 0.19 -1.36  C2 1.498, H7 0.985, N10 1.387
10 N 1.10 0.13 -1.12  C3 1.258, N9 1.387
11 F -0.31 -1.78 0.90  C1 1.393

Here are the Löwdin charges for atoms 1 to 4, given in e: atom 1 (C): -0.32, atom 2 (C): -0.13, atom 3 (C): -0.11, atom 4 (H): 0.14

## x
C3H5FN2 | the ωB97M-V functional and the def2-TZVPD basis

Multiplicity: 1
LUMO, eV: 0.132
Kohn-Sham gap, eV: 9.33
SMILES: [H]/N=C(\N)C(=C)F
E_HOMO, eV: -9.194

Each atom is followed by the atoms it is bonded to, with distances in Å.
Geometry (Å):
1 C -0.19 0.59 -0.37  C2 1.351, N9 1.415, N10 1.337
2 C -0.19 0.22 0.93  C1 1.351, C3 1.397, F11 1.390
3 C -0.17 -1.12 1.31  C2 1.397, H7 1.039, H8 1.169
4 H 0.87 0.01 -2.16  N9 1.134
5 H 1.71 -0.05 -0.40  N9 1.026
6 H -1.01 1.34 -1.94  N10 1.002
7 H 0.29 -1.70 0.57  C3 1.039
8 H -0.28 -1.76 2.28  C3 1.169
9 N 0.89 -0.04 -1.03  C1 1.415, H4 1.134, H5 1.026
10 N -1.12 1.36 -0.95  C1 1.337, H6 1.002
11 F -0.80 1.15 1.77  C2 1.390

Here are the Löwdin charges for atoms 1 to 4, given in e: atom 1 (C): -0.49, atom 2 (C): -0.31, atom 3 (C): 0.13, atom 4 (H): 0.18

## y
C3H5FN2 | the ωB97M-V functional and the def2-TZVPD basis

Multiplicity: 1
LUMO, eV: 0.794
Kohn-Sham gap, eV: 9.13
SMILES: C=C=N.C=NF
E_HOMO, eV: -8.333

Each atom is followed by the atoms it is bonded to, with distances in Å.
Geometry (Å):
1 C -2.02 0.10 0.00  C3 1.306, N4 1.182
2 C 2.08 0.41 -0.28  N5 1.262, H7 1.009, H8 1.064
3 C -1.11 -0.32 0.84  C1 1.306, H10 1.083, H11 1.040
4 N -2.89 0.44 -0.71  C1 1.182, H9 1.080
5 N 1.38 -0.48 0.29  C2 1.262, F6 1.358
6 F 1.98 -1.70 0.37  N5 1.358
7 H 1.59 1.29 -0.35  C2 1.009
8 H 3.05 0.30 -0.69  C2 1.064
9 H -2.66 0.87 -1.67  N4 1.080
10 H -0.46 0.43 1.28  C3 1.083
11 H -0.94 -1.35 0.92  C3 1.040

Here are the Löwdin charges for atoms 1 to 4, given in e: atom 1 (C): -0.31, atom 2 (C): 0.03, atom 3 (C): -0.04, atom 4 (N): 0.11

Going by the energies, w is most stable and the next is 119.5 kJ/mol up.

## w
C11H15N | the ωB97M-V functional and the def2-TZVPD basis

Multiplicity: 2
LUMO (spin up / spin down), eV: -3.822 / -7.163
Kohn-Sham gap (spin up / spin down), eV: 8.94 / 5.52
E_HOMO (spin up / spin down), eV: -12.765 / -12.687
Total charge: +1

Each atom is followed by the atoms it is bonded to, with distances in Å.
Geometry (Å):
1 C 0.55 3.69 2.21  C2 1.529, H3 1.038, H4 1.031, H5 0.998
2 C 1.87 3.07 1.76  C1 1.529, H6 1.047, H7 1.219, H8 1.132
3 H 0.45 3.42 3.21  C1 1.038
4 H 0.59 4.70 2.01  C1 1.031
5 H -0.28 3.48 1.70  C1 0.998
6 H 2.69 3.41 2.33  C2 1.047
7 H 1.69 1.90 2.06  C2 1.219
8 H 2.05 3.21 0.66  C2 1.132
9 C -1.67 -1.06 -3.36  C11 1.436, H23 1.238, H24 1.112, H27 1.088
10 C -0.51 -1.10 -0.99  C11 1.508, C12 1.549, C16 1.424
11 C -1.43 -1.64 -2.06  C9 1.436, C10 1.508, C13 1.381
12 C -0.76 -1.97 0.27  C10 1.549, C17 1.417, N18 1.348
13 C -2.21 -2.56 -1.39  C11 1.381, N18 1.389, H25 1.000
14 C 1.54 -0.38 0.07  C15 1.427, C16 1.426, H19 1.097
15 C 1.21 -1.12 1.24  C14 1.427, C17 1.378, H20 1.067
16 C 0.65 -0.28 -1.04  C10 1.424, C14 1.426, H21 1.093
17 C 0.01 -1.76 1.45  C12 1.417, C15 1.378, H22 1.035
18 N -1.62 -2.90 -0.18  C12 1.348, C13 1.389, H26 0.973
19 H 2.50 0.16 0.02  C14 1.097
20 H 1.77 -1.10 2.14  C15 1.067
21 H 0.85 0.41 -1.87  C16 1.093
22 H -0.10 -2.24 2.36  C17 1.035
23 H -1.07 -1.81 -4.13  C9 1.238
24 H -1.01 -0.17 -3.38  C9 1.112
25 H -3.16 -2.80 -1.58  C13 1.000
26 H -1.96 -3.69 0.29  N18 0.973
27 H -2.65 -0.86 -3.79  C9 1.088

Here are the Löwdin charges for atoms 1 to 4, given in e: atom 1 (C): -0.15, atom 2 (C): -0.15, atom 3 (H): 0.05, atom 4 (H): 0.05

## x
C11H15N | the ωB97M-V functional and the def2-TZVPD basis

Multiplicity: 2
LUMO (spin up / spin down), eV: -3.775 / -7.018
Kohn-Sham gap (spin up / spin down), eV: 9.31 / 6.55
E_HOMO (spin up / spin down), eV: -13.088 / -13.570
Total charge: +1

Each atom is followed by the atoms it is bonded to, with distances in Å.
Geometry (Å):
1 C -1.05 2.03 1.97  C3 1.490, H13 1.087, H14 1.095, H19 1.088
2 C -0.10 2.14 -0.47  C3 1.419, N10 1.336, H11 1.079
3 C -0.82 1.53 0.59  C1 1.490, C2 1.419, C5 1.418
4 C -0.87 0.23 -1.26  C5 1.412, C6 1.359, N10 1.397
5 C -1.33 0.31 0.07  C3 1.418, C4 1.412, C7 1.402
6 C -1.03 -0.90 -2.01  C4 1.359, C8 1.400, H15 1.086
7 C -2.00 -0.79 0.64  C5 1.402, C9 1.377, H16 1.084
8 C -1.73 -1.98 -1.45  C6 1.400, C9 1.400, H17 1.084
9 C -2.20 -1.91 -0.13  C7 1.377, C8 1.400, H18 1.074
10 N -0.23 1.43 -1.59  C2 1.336, C4 1.397, H12 1.013
11 H 0.29 3.15 -0.47  C2 1.079
12 H 0.46 1.57 -2.31  N10 1.013
13 H -0.83 1.22 2.65  C1 1.087
14 H -2.12 2.25 2.06  C1 1.095
15 H -0.66 -0.91 -3.03  C6 1.086
16 H -2.41 -0.78 1.64  C7 1.084
17 H -2.08 -2.77 -2.10  C8 1.084
18 H -2.70 -2.78 0.25  C9 1.074
19 H -0.49 2.95 2.15  C1 1.088
20 C 3.12 -0.10 0.30  C21 1.542, H22 1.091, H23 1.094, H24 1.088
21 C 2.35 -1.44 0.34  C20 1.542, H25 1.072, H26 1.095, H27 1.083
22 H 4.21 -0.21 0.29  C20 1.091
23 H 2.84 0.41 -0.62  C20 1.094
24 H 2.92 0.47 1.21  C20 1.088
25 H 1.33 -1.13 0.38  C21 1.072
26 H 2.48 -1.85 1.35  C21 1.095
27 H 2.63 -2.15 -0.43  C21 1.083

Here are the Löwdin charges for atoms 1 to 4, given in e: atom 1 (C): 0.01, atom 2 (C): 0.05, atom 3 (C): -0.12, atom 4 (C): -0.20

Going by the energies, x is most stable and the next is 268.2 kJ/mol up.